1.
ORCA calculation (the ωB97M-V functional and the def2-TZVPD basis) on a molecular structure, C47H38F3LuN12O.

Structure (XYZ):
```
102
Properties=species:S:1:pos:R:3:forces:R:3
C -0.01825 2.79197 -0.35954 -0.1 -0.1 -0.1
H 0.17099 0.20688 -6.02506 0.0 -0.1 0.0
C 0.79363 -2.89385 0.40892 -0.1 0.4 -0.1
C -2.48492 0.67398 1.23812 0.0 0.1 0.0
C -4.97219 0.78627 1.59088 -0.3 0.2 0.1
H 2.58026 0.91581 -2.00334 0.0 0.0 0.0
H 3.02894 -2.39802 -1.26286 0.0 0.0 0.0
H -0.41395 2.27033 -1.22400 0.0 0.0 0.0
N 3.31042 -0.77163 -0.03370 -0.5 0.0 0.0
H 0.89988 1.37642 3.35296 0.0 0.0 0.0
F 2.24955 -10.15192 -0.60293 0.0 0.0 0.1
C 3.63605 1.10785 1.46338 0.0 -0.1 -0.2
C 2.75355 -0.35896 3.15506 0.0 -0.1 0.1
H -2.06009 -2.09680 -0.21600 0.0 0.0 0.0
H -6.01525 2.81352 3.09417 0.0 0.0 0.0
C 4.18177 0.10583 0.47540 0.0 0.0 0.1
C 1.72907 -9.75641 0.57397 0.0 -0.1 0.0
C 5.06888 -1.71212 -1.35243 0.1 0.0 0.0
C -1.31834 4.72153 -5.26148 -0.1 0.0 0.1
N 0.41884 -1.04532 2.98190 0.2 -0.1 -0.4
H 1.44494 4.47859 2.70126 0.0 0.0 0.0
H 6.18744 0.85429 0.53974 0.0 0.0 0.0
H -1.55082 -2.87886 4.99160 0.0 0.0 0.0
C -2.53643 4.48978 -3.12341 -0.1 0.6 0.3
H -1.50909 5.78551 -5.22316 0.0 0.0 0.0
C 1.07260 2.64552 1.65404 0.1 0.0 0.0
H 5.37806 -2.45303 -2.07548 0.0 0.0 0.0
H 3.56254 -7.85444 0.22933 0.0 0.0 0.0
C 0.22098 -7.75136 0.77815 0.1 -0.1 0.0
H -0.20507 4.77703 -7.08412 0.0 0.0 0.0
C -3.66467 4.58172 -1.32335 0.2 0.6 -0.3
C 3.75923 -1.67405 -0.91917 -0.1 -0.2 0.0
H -4.94686 6.06753 0.51374 0.0 0.0 0.0
H 0.53143 -2.88236 6.37194 0.0 0.0 0.0
H -1.17620 -0.77412 -2.72435 0.0 0.0 -0.1
C -0.32802 2.78722 -6.29796 0.0 -0.1 0.0
C 0.38743 4.79618 0.85609 0.0 -0.1 0.0
N 0.22939 0.26360 -3.94895 -0.1 -0.3 0.2
H -0.95496 -5.96794 0.91398 0.0 0.0 0.0
F 2.60709 -10.10826 1.53158 -0.1 0.0 -0.1
N 0.57283 2.03102 0.57211 0.1 -0.2 0.1
C 0.03349 -6.37962 0.75973 0.0 0.1 0.0
H -5.76086 0.24943 1.06559 0.0 0.0 0.0
H -2.01080 1.91270 -3.49614 0.0 0.0 0.0
H -1.37087 -0.12232 -5.20285 0.0 -0.1 0.0
N 0.65688 -0.07275 -1.84898 0.3 -0.2 0.4
H 3.40881 -1.11494 2.71329 0.0 0.0 0.0
C -4.38465 4.11014 -0.15232 -0.1 -0.3 0.2
C -4.43001 2.74493 0.11145 0.0 0.1 -0.1
C 0.93172 -4.10448 0.48249 -0.1 0.1 0.0
H 7.00178 -0.78437 -1.15083 0.0 0.0 0.0
H 0.32309 5.87013 0.96738 0.0 0.0 0.0
C 1.01047 4.02056 1.82245 0.0 0.1 0.0
H 4.40323 1.35929 2.20369 0.0 0.0 0.0
N -2.58854 5.73429 -2.77183 0.3 -0.2 -0.5
C -5.56713 3.16992 2.17429 0.0 -0.1 0.0
N 2.41096 0.62560 2.11711 -0.3 -0.1 -0.1
H 2.35665 2.36289 3.34823 0.0 0.0 0.0
C 5.96635 -0.78583 -0.83825 -0.1 0.0 0.0
N -3.31505 5.79265 -1.61292 -0.3 -0.2 0.5
H 3.30863 0.11434 3.97356 0.0 0.0 0.0
H 3.40019 2.02968 0.92553 0.0 0.0 0.0
C -0.22932 -0.26682 -2.81957 0.0 0.1 0.0
C 1.61399 -1.69915 4.94309 0.0 0.0 0.0
C -2.43174 -1.20820 0.27173 -0.1 0.3 0.0
H -0.63417 4.72942 -1.04133 0.0 0.0 0.0
C -0.58906 4.15268 -6.28900 0.0 0.0 0.0
N -3.71661 0.17475 1.16242 0.3 0.1 0.0
O -3.19898 3.69850 -2.24281 0.0 -0.4 0.0
N -1.63293 -0.16413 0.66748 0.6 -0.8 -0.1
C -1.82264 3.90720 -4.24793 0.1 -0.3 -0.1
H -0.61451 -8.41663 0.94445 0.0 0.0 0.0
C 1.67458 0.58752 -2.48567 -0.1 0.0 0.0
C 1.11207 -5.52374 0.53875 0.1 -0.1 0.0
N 1.44117 0.80579 -3.74890 0.1 0.2 -0.1
H -6.03665 5.21808 2.57844 0.0 0.0 0.0
H -2.24457 1.62975 1.67464 0.0 0.0 0.0
H -1.53671 -1.67195 2.83017 0.0 0.0 0.0
H 0.27031 2.35792 -7.09236 0.0 0.0 0.0
C 2.38927 -6.06364 0.35444 0.0 0.0 0.0
Lu 0.81242 -0.60381 0.52140 0.3 0.7 0.6
C -5.57256 4.52948 1.88564 0.0 0.0 0.0
C -1.59466 2.53655 -4.28072 0.0 0.1 0.0
C -0.65371 -1.69477 3.45569 -0.1 0.0 -0.1
C -0.14150 4.16422 -0.26029 0.0 0.1 0.0
C 1.69193 1.76681 2.71323 0.0 0.1 -0.1
F 0.60326 -10.45282 0.77702 0.1 0.0 0.0
C -4.97210 5.00920 0.73556 0.1 0.0 -0.1
C 0.50106 -2.36883 5.42025 0.0 0.0 0.0
H 2.53595 -1.67473 5.50888 0.0 0.0 0.0
C -4.99684 2.26845 1.28489 0.1 0.0 0.0
C 1.53765 -1.05689 3.71737 0.0 0.1 0.0
C -0.66004 -2.36565 4.65982 0.0 0.0 0.0
C 1.48971 -8.27202 0.57995 0.0 0.1 0.0
H -5.11385 0.62093 2.65890 0.0 -0.1 0.0
C 2.57706 -7.43135 0.37409 0.0 0.0 0.0
H -4.00743 2.06046 -0.61466 0.0 0.0 0.0
H 3.23060 -5.40143 0.19806 0.0 0.0 0.0
C -0.47890 0.50242 -5.20534 -0.1 0.3 -0.2
N -3.69584 -1.01884 0.54416 -0.1 -0.2 0.0
C 5.51536 0.12857 0.10083 0.0 0.0 0.0
C -0.82605 1.97553 -5.29047 0.0 -0.1 0.1
```
Forces are in eV/Å.

As for the largest force on an atom: 0.97 eV/A. Its total charge is +2. The value obtained for the highest occupied orbital energy is -0.465 hartree. For the energy relative to the best compared isomer or geometry (same formula, charge and spin), the calculation gives 0.0 kJ/mol.

2.
ORCA calculation (the ωB97M-V functional and the def2-TZVPD basis) on a molecular structure, C47H39BLaN6O2S at a distorted geometry.

Structure (XYZ):
```
97
Properties=species:S:1:pos:R:3:forces:R:3
H -4.52379 3.09169 0.86056 0.0 0.0 0.0
H -2.94652 3.87319 1.08593 0.0 0.0 0.1
H 3.50840 -4.69005 4.56743 0.0 0.0 -0.1
C 2.70428 -3.00101 3.48230 0.0 0.0 0.0
C 1.15787 -4.13488 -2.25812 0.0 0.0 0.0
C 2.61316 0.50264 -4.51567 0.0 0.0 0.0
C 3.22274 5.55524 -0.15682 0.0 -0.1 0.0
H -3.01321 4.80966 -1.00133 0.0 0.0 -0.1
C -1.53498 -0.98955 3.50531 0.0 0.1 -0.1
H 2.75861 -0.50130 -4.89807 0.0 0.0 0.0
H 0.67398 -2.15699 -1.65514 0.1 0.2 0.0
C 2.11675 -0.30704 3.04592 0.1 -0.2 0.1
H -1.91887 -2.52740 2.06489 0.0 0.0 0.1
H 2.20606 -4.01907 -2.00762 -0.1 0.0 0.0
H -2.58768 -4.52052 -3.07433 0.0 0.0 0.0
H 2.11160 4.05257 -3.07683 0.0 -0.1 -0.1
H 0.70143 0.05841 -3.63802 0.0 0.0 0.0
H 5.21097 5.24713 -0.92519 0.0 0.0 0.0
H 3.73353 -2.33715 5.27039 0.0 0.0 0.0
H 3.30945 6.63298 -0.09591 0.0 0.0 0.0
H -5.76165 -0.79362 -2.92936 0.0 0.0 0.0
C 3.39131 2.75754 -4.22703 -0.1 0.0 0.0
C -3.80393 -0.76358 -2.11450 0.1 0.0 0.1
H -2.92538 1.62754 3.97549 0.0 0.0 -0.1
N -2.81291 -0.21415 -1.37602 0.0 0.2 0.1
C 0.68701 -5.33225 -2.77664 -0.1 0.0 0.0
H -5.64908 0.08294 -1.39467 0.0 0.0 0.0
C 1.27298 2.09241 -3.28836 -0.1 0.0 0.1
C -2.01506 0.09463 2.62945 -0.2 0.1 -0.1
H -0.23170 -1.49444 6.59257 0.0 0.0 0.0
H 4.15155 3.51660 -4.37389 0.0 0.0 0.0
C -1.53427 -4.39827 -2.85322 0.0 -0.1 0.0
C -1.07703 -3.18853 -2.33403 0.0 0.1 0.0
C -2.02492 -2.07576 -2.10550 0.0 -0.3 -0.1
C 0.59495 3.01182 0.69494 0.3 0.3 0.4
N -1.80498 2.07403 -1.48250 0.1 0.0 0.1
C -2.68546 1.27302 2.98265 0.0 0.0 0.2
O -0.41354 3.68217 0.54982 -0.2 0.1 0.1
S 2.95667 0.98257 -0.56977 0.3 0.3 -0.1
N -1.71660 -1.01893 -1.36909 -0.2 0.2 0.0
N -1.92540 0.00774 1.30071 -0.6 -0.3 0.6
C -0.66442 -5.45658 -3.07494 0.0 0.0 0.0
C 2.97564 2.72952 -0.31554 -0.1 0.1 0.0
La 0.41424 0.06220 0.24516 -0.2 -2.1 -1.3
H -5.04521 0.82427 -2.87448 0.0 0.0 0.0
H 1.91990 0.75502 2.94425 0.0 0.0 0.0
H -3.87731 -2.64852 -3.23983 0.1 0.1 0.1
O 0.61888 1.87580 1.36032 0.0 2.3 0.4
H 0.95123 -3.28062 0.57532 0.0 0.0 0.0
C 2.87076 -0.70570 4.18228 0.0 0.0 -0.1
H 1.41495 -5.65570 0.93975 0.0 0.1 0.1
H -1.04593 -6.38711 -3.47804 0.0 0.0 0.0
H -4.01453 3.61573 2.47841 0.0 0.0 0.0
C 1.46684 0.81113 -3.80143 0.0 -0.1 0.0
C 2.49805 -5.32468 2.79622 0.0 0.1 0.0
C 3.58218 1.47703 -4.72919 -0.1 0.0 0.0
C 3.16219 -2.02255 4.40175 -0.1 0.0 -0.1
C -0.62377 -1.73014 5.61066 0.0 0.0 0.0
C -3.67119 3.19014 1.53687 0.0 0.0 -0.1
N -0.59068 1.53336 -1.77515 0.0 0.6 -0.6
N -2.55987 1.09417 0.78985 0.1 -0.1 0.0
C 1.91740 3.52989 0.17353 0.1 -0.2 0.0
C -1.55731 -2.31073 3.06530 0.0 -0.1 -0.1
C 4.15302 3.40303 -0.70067 0.0 0.0 0.0
C 2.95003 -4.38645 3.68441 0.0 0.0 0.0
C -1.92570 3.29363 -2.04184 -0.2 0.0 0.0
C 4.28282 4.77607 -0.61866 -0.1 0.0 0.0
C 0.28237 -3.07908 -2.05000 0.0 -0.1 0.0
C -3.12326 4.17284 -1.88349 0.0 0.0 0.1
C 0.02424 2.41439 -2.57062 0.0 -0.1 -0.2
C 1.64478 -1.19617 2.09427 0.4 -0.6 0.5
H 4.48281 1.23812 -5.28370 0.0 0.0 0.0
C -0.64045 -3.04571 5.16476 0.0 0.0 -0.1
C -0.77409 3.54819 -2.75404 0.1 0.1 -0.1
C -3.01022 1.87998 1.78743 0.0 0.1 -0.1
C -5.13984 -0.12206 -2.33766 0.1 0.0 0.0
C -3.34019 -1.96476 -2.59854 0.0 -0.2 -0.1
H 4.96739 2.79928 -1.08693 0.0 0.0 0.0
H -1.11045 -4.35478 3.53010 0.0 0.0 0.0
C 2.05606 4.92203 0.22621 0.0 -0.1 -0.1
H 1.20646 5.49453 0.57762 0.0 0.0 0.0
H 1.36437 -6.16185 -2.93944 0.0 0.0 0.0
H -0.27073 -3.84552 5.79698 0.0 0.1 0.0
C 2.23913 3.06594 -3.51412 0.1 0.1 0.1
C -1.07573 -0.71011 4.78718 0.1 0.1 0.1
H 2.68991 -6.37899 2.96734 0.0 0.1 0.0
H -3.21878 4.81877 -2.75565 0.0 0.0 0.0
H -0.55211 4.42694 -3.34460 0.0 -0.2 0.1
H -1.03045 0.32140 5.12084 0.0 -0.1 0.0
H -4.04162 3.59610 -1.77151 0.1 0.0 0.0
C 1.77340 -4.91486 1.65019 0.0 -0.1 0.1
H -3.93651 1.68340 -0.88347 0.1 0.0 0.0
C 1.96758 -2.57404 2.34294 -0.1 -0.1 0.0
B -2.84357 1.20885 -0.73471 0.1 -0.2 -0.1
H 3.21764 0.05129 4.88273 0.0 -0.1 -0.1
C -1.11155 -3.33259 3.88961 0.0 0.0 0.0
C 1.52483 -3.58582 1.44527 0.0 0.0 0.1
```
Forces are in eV/Å.

As for the largest force on an atom: 2.51 eV/A. Its total charge is -1. The value obtained for the highest occupied orbital energy is -0.160 hartree. For the energy relative to the best compared isomer or geometry (same formula, charge and spin), the calculation gives 111.1 kJ/mol.